2 unconnected molecules or ions with the total composition C4H5F3O, computed with ωB97M-V with the def2-TZVPD basis set.

The geometry in XYZ format:
```
13
C4H5F3O | the Open Molecules 2025 dataset | ωB97M-V with the def2-TZVPD basis set
C 1.371 -0.049 -0.433
C 0.194 0.641 0.207
C 0.855 -0.466 0.983
C -1.951 -0.110 -0.740
O -2.358 -1.076 -0.009
F 1.519 -0.170 2.105
F -1.623 -0.315 -2.029
F -2.890 0.890 -0.840
H 1.329 -0.921 -1.112
H 2.379 0.363 -0.458
H 0.004 1.646 0.418
H 0.417 -1.468 1.143
H -3.243 -1.278 -0.359
```

Computed properties:
Orbital gap (spin up / spin down): 8.70 / 8.71 eV

---

A single H4P2S molecule, computed with ωB97M-V with the def2-TZVPD basis set.

The geometry in XYZ format:
```
7
H4P2S | the Open Molecules 2025 dataset | ωB97M-V with the def2-TZVPD basis set
P 0.796 0.119 -0.361
P -0.875 -1.010 -1.138
S -1.531 -0.831 1.073
H 1.229 -0.177 0.825
H 0.486 1.535 -0.135
H 2.066 0.056 -1.054
H -2.171 0.309 0.788
```

Computed properties:
Orbital gap: 8.15 eV
SMILES: [PH3]=PS

---

2 unconnected molecules or ions with the total composition C4H13N2O, computed with ωB97M-V with the def2-TZVPD basis set.

The geometry in XYZ format:
```
20
C4H13N2O | the Open Molecules 2025 dataset | ωB97M-V with the def2-TZVPD basis set
C -1.613 1.992 -0.288
C -1.353 0.585 0.279
C -0.661 -0.382 -0.721
N 2.094 -0.723 0.027
C 1.717 -0.178 -1.139
N 0.500 0.106 -1.471
H -0.705 2.492 -0.758
H -2.034 2.471 0.603
H -2.390 2.010 -1.099
H -0.680 0.752 1.150
H -2.294 0.127 0.647
H -0.421 -1.332 -0.165
H -1.436 -0.743 -1.424
H 2.740 -1.485 0.056
H 1.481 -0.699 0.816
H 2.441 -0.129 -1.906
H 0.181 0.557 -2.307
H 1.529 -1.749 2.823
H 0.238 -2.261 2.318
O 0.666 -1.410 2.560
```

Computed properties:
Total charge: +1
Orbital gap: 11.26 eV